# C5H13N2O2

The ion C5H13N2O2 with charge -1 (ωB97M-V/def2-TZVPD, OMol25).

Computed properties:
* gap between HOMO and LUMO: 0.1647 Ha
* SMILES: C[C@H](O)CNCCO[NH-]
* LUMO level: 3.13 eV
* ΔE to the lowest compared entry with this formula, charge and spin: 310.2 kJ/mol

```
! RIJCOSX wB97M-V def2-TZVPD def2/J DEFGRID3
* xyz -1 1
O -3.339 -0.196 0.556
O 2.428 0.181 1.435
N 0.019 1.202 -0.048
N -3.454 -1.138 -0.618
C 2.216 -0.161 0.059
C 1.764 -1.608 0.020
C -1.001 0.155 0.040
C 1.288 0.852 -0.643
C -2.387 0.759 0.239
H 2.567 -2.264 0.365
H 1.866 1.779 -0.764
H 0.895 -1.759 0.653
H 2.467 1.139 1.506
H -1.002 -0.411 -0.893
H -0.832 -0.559 0.854
H 0.142 1.660 0.847
H 1.101 0.472 -1.654
H 3.185 -0.089 -0.460
H 1.491 -1.896 -0.996
H -2.339 1.475 1.082
H -4.413 -0.908 -0.905
H -2.661 1.316 -0.673
*
```

***

# C34H28Cl5N2O2P2Pd

A structure of composition C34H28Cl5N2O2P2Pd (ωB97M-V/def2-TZVPD, OMol25).

Computed properties:
* gap between HOMO and LUMO: 0.2923 Ha
* LUMO level: -3.05 eV
* ΔE to the lowest compared entry with this formula, charge and spin: 0.0 kJ/mol

```
! RIJCOSX wB97M-V def2-TZVPD def2/J DEFGRID3
* xyz 1 1
Pd -0.309 0.360 -0.186
Cl -0.410 2.867 0.315
Cl -2.959 4.779 0.700
Cl -3.538 -1.260 -0.748
Cl -6.087 0.485 -0.338
Cl -5.826 3.504 0.381
P -0.434 -2.516 1.538
P 0.081 -2.661 -1.615
O -0.207 -1.043 1.686
O -0.280 -1.214 -1.790
N 1.831 0.132 -0.273
N 4.252 -0.293 -0.390
C -3.048 -2.119 2.129
C -3.161 3.122 0.322
C -2.628 -4.095 0.805
C -1.063 -5.150 -2.117
C 4.851 -0.824 -1.613
C 2.522 -3.999 -2.149
C -4.532 1.190 -0.158
C -2.065 2.298 0.166
C 3.616 -4.276 -2.958
C 1.587 -3.043 -2.539
C 1.642 -3.152 3.218
C -3.984 -4.383 0.808
C -2.171 -3.234 -3.076
C -4.402 -2.417 2.138
C -3.026 -5.446 -3.467
C 2.858 -2.635 -4.546
C -4.423 2.544 0.165
C -3.108 -4.076 -3.660
C 1.559 -4.781 4.979
C 1.762 -2.360 -3.743
C 3.783 -3.596 -4.156
C 0.239 -5.063 4.663
C -2.138 0.955 -0.133
C 0.456 -3.174 0.085
C 0.316 -3.439 2.887
C -2.160 -2.959 1.459
C 5.132 0.150 0.689
C -1.160 -3.768 -2.286
C 2.261 -3.822 4.258
C -1.999 -5.986 -2.701
C -4.868 -3.544 1.475
C -3.388 0.401 -0.324
C 2.965 -0.075 -0.329
C -0.385 -4.393 3.619
H 1.041 -1.610 -4.045
H 2.405 -4.549 -1.223
H -1.418 -4.613 3.381
H 5.713 -0.694 1.061
H -3.758 -6.100 -3.922
H -5.926 -3.770 1.475
H 4.333 -5.027 -2.655
H 5.539 -0.092 -2.037
H 2.041 -5.302 5.796
H -2.675 -1.229 2.621
H -1.926 -7.057 -2.567
H 2.987 -2.105 -5.481
H -2.224 -2.164 -3.223
H 0.469 -4.266 0.136
H 5.811 0.921 0.324
H 4.069 -1.042 -2.337
H 2.181 -2.380 2.678
H -4.351 -5.259 0.289
H 4.535 0.557 1.501
H -0.253 -5.584 -1.541
H -3.900 -3.658 -4.268
H 3.286 -3.593 4.517
H 1.481 -2.838 0.277
H 5.395 -1.742 -1.390
H -1.947 -4.753 0.282
H 4.634 -3.815 -4.788
H -5.095 -1.764 2.652
H -0.310 -5.801 5.232
*
```

***

# C7H13N

The molecule C7H13N (ωB97M-V/def2-TZVPD, OMol25).

Computed properties:
* gap between HOMO and LUMO: 0.3117 Ha
* SMILES: C=C/C(N)=C(\C)CC
* LUMO level: 1.05 eV
* ΔE to the lowest compared entry with this formula, charge and spin: 135.1 kJ/mol

```
! RIJCOSX wB97M-V def2-TZVPD def2/J DEFGRID3
* xyz 0 1
N 1.540 1.332 -0.479
C 0.155 0.020 -2.045
C -1.393 0.589 2.213
C 0.033 0.121 1.785
C 0.094 -0.372 0.382
C 0.971 0.040 -3.097
C -0.783 -1.581 0.125
C 0.598 0.312 -0.665
H -2.042 -0.282 2.266
H -0.522 -2.155 -0.767
H 0.181 -0.676 2.518
H -0.546 -2.341 0.863
H 0.754 -0.044 -4.150
H -1.297 1.099 3.173
H 0.738 0.918 2.039
H -1.842 -1.348 0.194
H 1.978 1.418 0.419
H -0.883 -0.279 -2.105
H 1.962 0.444 -2.917
H 2.143 1.514 -1.260
H -1.839 1.269 1.507
*
```

***

# C9H17BCl2O4

A cluster of 2 separate species, C9H17BCl2O4 in total (ωB97M-V/def2-TZVPD, OMol25).

Computed properties:
* gap between HOMO and LUMO: 0.3887 Ha
* SMILES: CC(=O)OC(=O)CBCCCO.ClCCCl
* LUMO level: 0.52 eV

```
! RIJCOSX wB97M-V def2-TZVPD def2/J DEFGRID3
* xyz 0 1
Cl -2.975 1.478 1.583
Cl -3.883 2.412 -1.573
O 4.539 -0.723 0.539
O 3.896 -0.444 -1.659
O 3.124 -1.816 2.008
O -1.284 -2.307 -0.455
C -1.607 -0.914 -0.207
C -4.930 1.697 -0.323
C -0.488 0.082 -0.811
C 3.363 -3.066 -0.075
C 3.694 -1.824 0.883
C 0.708 0.158 0.304
C 3.223 1.483 -0.259
C -4.545 2.147 1.072
C 3.883 0.057 -0.500
B 1.624 1.461 0.023
H 4.128 -3.223 -0.907
H 3.232 -4.006 0.555
H -5.951 2.015 -0.545
H 1.080 2.526 0.062
H -1.907 -2.872 0.057
H -0.011 -0.415 -1.726
H -2.592 -0.679 -0.736
H -1.740 -0.714 0.908
H 1.250 -0.841 0.235
H -0.903 1.106 -1.087
H -4.489 3.234 1.142
H 2.364 -2.833 -0.608
H 0.225 0.321 1.344
H 3.744 2.006 0.615
H 3.399 2.086 -1.229
H -4.883 0.611 -0.422
H -5.287 1.797 1.793
*
```

***

# C14H48O17

A cluster of 10 separate species, C14H48O17 in total (ωB97M-V/def2-TZVPD, OMol25).

Computed properties:
* gap between HOMO and LUMO: 0.3442 Ha
* SMILES: OCCO.OCCO.OCCO.OCCO.OCCO.OCCO.OCCO.O.O.O
* LUMO level: 0.13 eV
* ΔE to the lowest compared entry with this formula, charge and spin: 248.5 kJ/mol

```
! RIJCOSX wB97M-V def2-TZVPD def2/J DEFGRID3
* xyz 0 1
O -0.033 0.711 0.089
O -1.573 -4.976 0.014
O 0.995 5.725 3.617
O 0.662 -6.249 -4.728
O 1.706 -1.960 3.269
O 0.965 2.006 -2.460
O -1.589 2.653 1.347
O -5.442 -0.796 -1.481
O 4.087 -0.826 -4.011
O 0.961 2.997 2.904
O -3.955 1.898 -1.615
O -0.878 -0.602 -2.613
O 1.611 -1.457 -3.548
O 2.123 0.654 3.873
O -0.491 -6.299 -2.203
O -1.351 -1.900 -0.060
O -0.124 5.069 1.109
C -2.002 3.807 0.562
C -3.560 0.708 -0.964
C -4.062 -0.567 -1.588
C -0.783 -1.418 1.157
C 3.073 -0.047 3.035
C 3.032 -1.496 3.402
C 3.507 -0.262 -2.877
C -0.187 -5.042 -2.782
C 0.380 -0.427 0.843
C -0.187 -5.187 -4.300
C -1.510 5.017 1.312
C 2.510 -1.322 -2.447
C 1.260 4.683 4.574
C 0.433 3.467 4.118
H 1.657 6.396 3.767
H 0.859 1.698 -1.558
H -0.825 -6.100 -1.296
H -4.904 1.945 -1.541
H 0.298 3.135 2.235
H -0.632 3.723 4.079
H 1.260 -0.869 0.337
H -3.449 -1.369 -1.181
H -2.466 0.708 -0.865
H -0.858 -4.207 -2.450
H 0.944 5.097 5.560
H 3.012 0.649 -3.233
H 2.975 0.025 1.962
H -0.255 -2.214 1.707
H -1.400 -4.041 -0.212
H 2.315 4.389 4.559
H 0.833 -0.171 1.813
H 2.172 -1.459 -4.345
H 0.166 -4.238 -4.691
H 1.857 -1.067 -1.615
H 0.303 -7.104 -4.452
H -1.385 -4.995 0.965
H 4.069 0.341 3.345
H 0.556 2.683 4.850
H 4.728 -0.197 -4.355
H 0.310 5.509 1.837
H -1.903 5.986 0.963
H -1.511 3.834 -0.442
H -5.725 -1.044 -0.555
H -3.865 -0.514 -2.665
H 1.776 1.474 3.423
H -3.070 3.851 0.327
H -1.529 -0.896 1.755
H 0.819 -4.716 -2.580
H 3.645 -1.967 2.659
H -2.338 2.194 1.761
H -0.391 1.405 0.626
H -1.786 4.810 2.343
H 1.133 -1.244 3.606
H -1.455 -1.175 -3.140
H 4.126 -0.040 -1.980
H 3.436 -1.717 4.431
H -1.063 -1.296 -0.713
H 0.031 -0.733 -2.998
H 3.100 -2.214 -2.209
H 0.093 1.873 -2.857
H -4.004 0.695 0.048
H -1.233 -5.394 -4.570
*
```

***

# C19H40N3O4S

A cluster of 3 separate species, C19H40N3O4S in total (ωB97M-V/def2-TZVPD, OMol25).

Computed properties:
* gap between HOMO and LUMO (spin up / spin down): 0.2375 / 0.2369 Ha
* LUMO level (spin up / spin down): 2.19 / 2.18 eV
* ΔE to the lowest compared entry with this formula, charge and spin: 0.0 kJ/mol

```
! RIJCOSX wB97M-V def2-TZVPD def2/J DEFGRID3
* xyz -1 3
S 1.940 0.387 5.678
O 1.595 -0.017 4.304
O 2.808 -3.590 -2.197
O 1.635 -0.600 6.705
O -0.251 2.920 1.449
N 1.417 1.782 6.109
N 1.803 -3.026 -2.746
N -1.499 2.660 1.385
C 0.909 -1.224 -1.329
C -3.519 3.176 -0.025
C -2.068 2.655 -0.006
C -0.689 -2.817 -2.523
C -3.464 1.893 2.758
C 2.397 -0.708 -3.276
C 0.716 -3.607 -0.622
C 0.674 -2.663 -1.819
C 3.407 -2.625 -4.554
C 1.224 -0.225 -2.432
C 1.041 -2.028 -4.935
C 2.146 -2.096 -3.881
C -1.214 3.578 -0.872
C -2.484 0.145 0.387
C 3.761 0.428 5.614
C -1.955 1.222 -0.550
C -1.154 1.739 3.647
C -2.001 1.649 2.387
C -1.826 0.260 1.756
H 4.108 -0.191 4.791
H -2.470 1.184 -1.517
H -1.565 1.060 4.396
H 1.416 -1.439 -5.773
H -1.187 4.583 -0.449
H 0.647 -4.646 -0.949
H -1.668 3.626 -1.865
H -0.143 -3.381 0.014
H 3.259 -3.650 -4.898
H -3.591 4.038 -0.689
H -4.219 2.419 -0.384
H 1.624 -3.488 -0.040
H -3.848 3.501 0.957
H 1.472 0.735 -1.975
H 3.630 -1.994 -5.418
H 0.345 -0.046 -3.059
H -4.169 1.712 1.950
H 0.016 -0.917 -0.780
H -1.311 -3.516 -1.964
H 1.732 -1.231 -0.609
H -3.600 2.912 3.125
H -2.226 -0.483 2.451
H -0.126 1.436 3.480
H 0.130 -1.554 -4.581
H -0.896 1.028 -0.743
H 0.796 -3.026 -5.303
H 4.091 1.455 5.477
H -0.596 -3.211 -3.529
H 4.255 -2.615 -3.875
H 3.293 -0.765 -2.651
H -0.192 3.220 -0.958
H -3.574 0.204 0.466
H -1.226 -1.867 -2.576
H -3.709 1.209 3.572
H -0.753 0.067 1.671
H -1.158 2.747 4.064
H 1.579 2.422 5.334
H -2.264 -0.838 -0.042
H 4.139 0.044 6.560
H 2.610 -0.010 -4.091
*
```

***

# C10H10MnN7S

A structure of composition C10H10MnN7S (ωB97M-V/def2-TZVPD, OMol25).

Computed properties:
* gap between HOMO and LUMO (spin up / spin down): 0.2322 / 0.2260 Ha
* LUMO level (spin up / spin down): -13.95 / -13.91 eV
* ΔE to the lowest compared entry with this formula, charge and spin: 0.0 kJ/mol

```
! RIJCOSX wB97M-V def2-TZVPD def2/J DEFGRID3
* xyz 3 2
Mn -0.770 0.045 0.064
S -1.106 0.748 2.093
N -6.445 -2.731 -1.715
N -0.628 1.882 -0.414
N -1.226 2.811 0.412
N 0.552 -0.135 -1.371
N -1.936 3.231 2.572
N -4.319 -1.654 -1.139
N -2.210 -0.620 -0.597
C -1.460 2.417 1.673
C -3.288 -1.138 -0.865
C 0.296 3.576 -1.960
C 2.077 -1.250 -2.818
C 0.765 1.031 -2.047
C 0.088 2.200 -1.454
C 2.288 -0.079 -3.515
C 1.190 -1.245 -1.743
C -5.435 -2.220 -1.441
C 1.619 1.090 -3.121
H -0.489 4.272 -1.669
H 0.340 3.572 -3.049
H 1.791 2.017 -3.649
H 2.580 -2.169 -3.088
H -2.125 2.902 3.513
H 1.256 3.958 -1.593
H 0.989 -2.150 -1.180
H -1.352 3.765 0.091
H 2.968 -0.054 -4.357
H -2.125 4.212 2.396
*
```

***

# C11H13N2O6Pd

A structure of composition C11H13N2O6Pd (ωB97M-V/def2-TZVPD, OMol25).

Computed properties:
* gap between HOMO and LUMO (spin up / spin down): 0.2521 / 0.1559 Ha
* LUMO level (spin up / spin down): -4.61 / -7.22 eV
* ΔE to the lowest compared entry with this formula, charge and spin: 143.1 kJ/mol

```
! RIJCOSX wB97M-V def2-TZVPD def2/J DEFGRID3
* xyz 1 3
Pd 0.703 0.746 -0.948
O 2.160 -1.485 1.087
O -2.001 2.578 -1.729
O -2.625 -2.995 0.220
O 1.336 -1.147 -3.376
O 1.808 2.948 0.635
O -1.752 0.390 1.911
N -0.828 -0.160 4.002
N -1.894 1.890 3.585
C -1.651 2.441 4.914
C -0.290 0.341 5.250
C -1.505 0.685 3.107
C -1.139 1.867 -1.464
C -2.101 -2.749 1.270
C 1.657 1.988 -0.006
C -1.195 1.358 5.870
C -2.471 2.729 2.560
C -0.161 -1.303 3.369
C 1.431 -1.085 0.287
C 0.872 -0.526 -2.484
H -0.923 3.260 4.831
H -0.682 1.855 6.678
H -1.826 2.761 1.644
H -0.517 -1.324 2.313
H -0.463 -2.238 3.893
H -2.608 3.749 2.977
H -2.591 2.889 5.266
H 0.710 0.762 4.986
H 0.949 -1.278 3.377
H -3.460 2.324 2.219
H 0.258 -1.083 -1.477
H -0.110 -0.543 5.872
H -2.082 0.881 6.303
*
```

***

| no. | largest force on an atom (eV/A) | E_tot (Ha) |
| --- | --- | --- |
| 1 | 0.1 | -458.19051 |
| 2 | 0.8 | -4683.83714 |
| 3 | 1.4 | -329.22002 |
| 4 | 5.1 | -1599.24569 |
| 5 | 2.7 | -1841.17207 |
| 6 | 0.3 | -1611.28052 |
| 7 | 3.2 | -2318.32950 |
| 8 | 8.1 | -1115.38908 |